1.
Entry from the Open Molecules 2025 dataset: one molecule with the formula C12H12N2 in a non-equilibrium geometry (ωB97M-V/def2-TZVPD).

Last column: natural (NBO) charge in e.
CARTESIAN COORDINATES (ANGSTROEM)
1 N 0.08 2.58 0.14  -0.81
2 C 0.04 1.18 0.11  0.31
3 C -1.12 0.46 0.03  -0.16
4 C -0.99 -0.96 -0.01  0.28
5 N 0.10 -1.67 -0.08  -0.45
6 C 1.26 -0.97 0.07  0.17
7 C 2.45 -1.72 0.14  -0.21
8 C 3.69 -1.08 0.07  -0.19
9 C 3.65 0.39 0.03  -0.22
10 C 2.44 1.01 -0.14  -0.19
11 C 1.24 0.41 0.10  -0.17
12 C -2.38 -1.64 0.07  -0.44
13 C -3.42 -0.49 -0.12  -0.39
14 C -2.62 0.80 0.12  -0.42
15 H -0.79 3.06 -0.26  0.39
16 H 0.91 2.91 -0.30  0.37
17 H 2.33 -2.78 -0.06  0.23
18 H 4.61 -1.58 -0.05  0.21
19 H 4.59 0.97 -0.14  0.21
20 H 2.44 2.08 -0.24  0.18
21 H -2.42 -2.09 1.05  0.22
22 H -2.58 -2.45 -0.66  0.23
23 H -4.33 -0.51 0.56  0.21
24 H -3.74 -0.49 -1.12  0.20
25 H -2.64 0.99 1.22  0.22
26 H -2.81 1.59 -0.54  0.21

* SMILES: Nc1c2c(nc3ccccc13)CCC2
* Kohn-Sham gap: 8.73 eV
* strongest force on any atom: 3.56 eV/Å
* LUMO energy: 0.609 eV
* molar mass: 184.242 g mol⁻¹
* E_HOMO: -8.125 eV
* total charge: 0
* E: -15618.4722 eV

=====

2.
Entry from the Open Molecules 2025 dataset: an isolated ion of composition C12H12N2 and charge +2 in a non-equilibrium geometry (ωB97M-V/def2-TZVPD).

Last column: natural (NBO) charge in e.
CARTESIAN COORDINATES (ANGSTROEM)
1 C 3.12 -0.63 1.11  -0.13
2 C -0.54 1.83 -2.74  -0.05
3 C 2.61 -0.95 2.33  -0.15
4 C -1.82 1.42 -2.67  -0.21
5 C 2.28 -0.20 0.14  -0.16
6 C 0.38 1.23 -1.86  -0.17
7 C 1.16 -0.94 2.46  0.12
8 C -2.24 0.66 -1.70  0.10
9 C 0.86 -0.21 0.23  0.17
10 C -0.09 0.29 -0.89  0.24
11 N 0.36 -0.61 1.45  -0.24
12 N -1.38 0.12 -0.79  -0.26
13 C -1.16 -0.73 1.58  -0.24
14 C -2.00 -0.70 0.24  -0.23
15 H 4.24 -0.70 0.95  0.29
16 H -0.16 2.48 -3.50  0.27
17 H 3.28 -1.40 3.06  0.28
18 H -2.50 1.91 -3.24  0.27
19 H 2.82 0.10 -0.84  0.28
20 H 1.28 1.68 -1.67  0.25
21 H 0.85 -1.35 3.33  0.25
22 H -3.32 0.39 -1.65  0.27
23 H -1.45 -1.71 1.97  0.27
24 H -1.56 -0.06 2.34  0.26
25 H -2.92 -0.21 0.57  0.27
26 H -2.08 -1.70 -0.23  0.26

* Kohn-Sham gap: 8.84 eV
* strongest force on any atom: 4.51 eV/Å
* LUMO energy: -8.642 eV
* molar mass: 184.242 g mol⁻¹
* E_HOMO: -17.477 eV
* total charge: +2
* E: -15601.0129 eV